[1]
{
  "formula": "C10H21NO4S",
  "method": "wB97M-V/def2-TZVPD",
  "e_lumo_ev": 0.11,
  "gap_ev": 9.3,
  "total_charge": 0,
  "elements": ["C", "C", "C", "S", "C", "N", "C", "C", "O", "O", "H", "H", "H", "H", "H", "H", "H", "H", "H", "C", "C", "O", "H", "H", "H", "H", "H", "H", "C", "C", "O", "H", "H", "H", "H", "H", "H"],
  "coordinates": [[2.619, -2.399, 2.910], [2.554, -1.219, 2.745], [2.213, 0.206, 2.401], [2.524, 0.389, 0.592], [4.365, 0.181, 0.316], [4.581, -0.582, -0.879], [5.755, -1.459, -0.827], [1.538, -1.029, -0.163], [0.339, -0.777, -0.226], [2.038, -2.074, -0.504], [2.541, -3.474, 2.929], [2.847, 0.890, 2.981], [1.135, 0.346, 2.584], [4.780, -0.286, 1.223], [4.779, 1.202, 0.180], [4.558, -0.007, -1.710], [5.867, -1.897, 0.176], [5.550, -2.309, -1.508], [6.696, -0.991, -1.175], [-1.387, 0.510, -2.675], [-2.585, 1.389, -2.381], [-3.214, 1.807, -3.592], [-0.663, 1.046, -3.292], [-0.898, 0.192, -1.753], [-1.689, -0.379, -3.236], [-2.277, 2.284, -1.840], [-3.320, 0.851, -1.770], [-3.493, 1.015, -4.061], [-4.585, 0.367, 1.815], [-5.987, 0.662, 1.316], [-6.086, 2.006, 0.852], [-4.316, 1.048, 2.624], [-4.507, -0.659, 2.178], [-3.852, 0.514, 1.017], [-6.713, 0.536, 2.118], [-6.256, -0.014, 0.497], [-5.452, 2.115, 0.136]],
  "nbo_charge": [-0.17, -0.07, -0.58, 0.58, -0.31, -0.62, -0.41, 0.67, -0.68, -0.62, 0.25, 0.26, 0.29, 0.23, 0.21, 0.37, 0.20, 0.21, 0.18, -0.65, -0.06, -0.73, 0.20, 0.26, 0.19, 0.17, 0.15, 0.46, -0.63, -0.06, -0.72, 0.21, 0.21, 0.20, 0.18, 0.15, 0.46]
}

***

[2]
{
  "formula": "C5H7NO",
  "method": "wB97M-V/def2-TZVPD",
  "e_lumo_ev": 0.88,
  "gap_ev": 10.4,
  "total_charge": 0,
  "smiles": "c1ccncc1.O",
  "elements": ["O", "H", "H", "N", "C", "C", "C", "C", "C", "H", "H", "H", "H", "H"],
  "coordinates": [[3.364, 1.241, -1.856], [2.976, 2.136, -1.725], [3.450, 1.149, -2.832], [-0.054, -0.878, -0.812], [-0.472, -1.761, 0.158], [-0.317, 0.422, -0.477], [-1.128, -1.423, 1.369], [-1.003, 0.868, 0.707], [-1.432, -0.108, 1.591], [-0.322, -2.792, -0.189], [-0.162, 1.069, -1.351], [-1.648, -2.120, 2.039], [-1.191, 1.915, 0.975], [-2.060, 0.282, 2.403]],
  "nbo_charge": [-0.94, 0.47, 0.47, -0.40, 0.03, 0.03, -0.28, -0.27, -0.17, 0.20, 0.19, 0.23, 0.22, 0.22]
}

***

[3]
{
  "formula": "C10H14O3Si",
  "method": "wB97M-V/def2-TZVPD",
  "e_lumo_ev": [-0.12, -0.12],
  "gap_ev": [7.3, 7.3],
  "total_charge": 0,
  "elements": ["C", "C", "C", "C", "C", "C", "C", "C", "C", "C", "O", "O", "O", "Si", "H", "H", "H", "H", "H", "H", "H", "H", "H", "H", "H", "H", "H", "H"],
  "coordinates": [[-1.917, -0.974, 1.767], [-1.349, 0.257, 1.636], [-2.863, -1.406, 0.826], [-1.447, 1.052, 0.384], [-3.249, -0.474, -0.109], [-2.640, 0.877, -0.308], [1.456, -1.758, -2.210], [0.832, -0.634, -1.826], [2.078, -0.500, 2.379], [1.369, 2.831, -1.116], [-3.346, 1.717, -0.979], [1.531, -0.623, 1.041], [1.466, 1.729, -0.238], [0.902, 0.242, -0.188], [-1.703, -1.628, 2.559], [-0.528, 0.646, 2.218], [-3.289, -2.315, 0.916], [-1.187, 2.112, 0.506], [-4.255, -0.529, -0.676], [1.113, -2.266, -3.167], [2.207, -2.277, -1.645], [0.078, -0.083, -2.403], [3.053, -0.964, 2.386], [1.392, -0.978, 3.159], [2.282, 0.555, 2.558], [1.714, 2.432, -2.119], [1.753, 3.669, -0.542], [0.333, 3.134, -1.190]],
  "nbo_charge": [-0.30, -0.17, -0.18, -0.56, -0.27, 0.43, -0.29, -0.76, -0.23, -0.25, -0.64, -0.94, -0.95, 2.21, 0.21, 0.20, 0.20, 0.23, 0.22, 0.21, 0.21, 0.24, 0.19, 0.20, 0.19, 0.20, 0.21, 0.19]
}

***

[4]
{
  "formula": "C25H28N4O6S",
  "method": "wB97M-V/def2-TZVPD",
  "e_lumo_ev": 0.42,
  "gap_ev": 9.0,
  "total_charge": 0,
  "smiles": "Cc1ccc(NC(=O)CN2C(=O)N[C@@]3(CCCc4ccccc43)C2=O)cc1S(=O)(=O)N1CCOCC1",
  "elements": ["C", "C", "C", "C", "C", "C", "C", "H", "H", "N", "C", "O", "C", "N", "C", "O", "C", "N", "C", "O", "H", "C", "C", "C", "C", "C", "C", "H", "H", "H", "H", "C", "C", "C", "H", "H", "H", "H", "H", "H", "H", "H", "H", "H", "S", "O", "O", "N", "C", "H", "C", "O", "C", "C", "H", "H", "H", "H", "H", "H", "H", "H", "H", "H"],
  "coordinates": [[2.437, -5.575, 1.495], [2.197, -4.106, 1.599], [2.370, -3.265, 0.506], [2.145, -1.907, 0.584], [1.729, -1.334, 1.786], [1.549, -2.159, 2.894], [1.784, -3.517, 2.790], [1.642, -4.140, 3.661], [1.229, -1.730, 3.829], [1.524, 0.045, 1.808], [1.036, 0.803, 2.819], [0.709, 0.406, 3.913], [0.954, 2.295, 2.442], [0.003, 2.567, 1.386], [-1.183, 3.226, 1.588], [-1.595, 3.624, 2.643], [-1.844, 3.360, 0.209], [-0.862, 2.711, -0.633], [0.215, 2.271, 0.038], [1.194, 1.713, -0.406], [-0.935, 2.664, -1.635], [-1.993, 4.833, -0.117], [-3.232, 5.467, -0.076], [-3.294, 6.827, -0.363], [-2.159, 7.549, -0.676], [-0.928, 6.914, -0.705], [-0.850, 5.565, -0.422], [0.111, 5.070, -0.442], [-0.032, 7.468, -0.941], [-2.231, 8.604, -0.891], [-4.254, 7.321, -0.336], [-4.498, 4.722, 0.236], [-4.228, 3.405, 0.952], [-3.184, 2.614, 0.178], [-3.494, 2.500, -0.864], [-3.051, 1.618, 0.607], [-3.856, 3.600, 1.959], [-5.149, 2.826, 1.033], [-5.023, 4.525, -0.705], [-5.149, 5.354, 0.843], [1.945, 2.640, 2.129], [0.620, 2.852, 3.321], [1.716, 0.518, 0.922], [2.302, -1.304, -0.297], [2.888, -3.913, -1.081], [4.061, -4.728, -0.945], [2.945, -2.823, -2.017], [1.600, -4.951, -1.413], [1.912, -6.101, -2.242], [2.895, -6.458, -1.939], [1.905, -5.719, -3.723], [0.670, -5.140, -4.087], [0.425, -3.966, -3.341], [0.396, -4.266, -1.838], [0.320, -3.340, -1.267], [-0.457, -4.911, -1.602], [-0.542, -3.588, -3.680], [1.208, -3.222, -3.539], [2.026, -6.600, -4.356], [2.724, -5.010, -3.912], [1.157, -6.871, -2.048], [1.633, -6.043, 0.927], [2.483, -6.028, 2.482], [3.365, -5.762, 0.961]],
  "nbo_charge": [-0.65, 0.02, -0.35, -0.17, 0.13, -0.21, -0.20, 0.22, 0.26, -0.62, 0.67, -0.59, -0.32, -0.47, 0.71, -0.56, 0.02, -0.61, 0.80, -0.65, 0.43, -0.08, 0.09, -0.23, -0.19, -0.21, -0.19, 0.21, 0.22, 0.22, 0.21, -0.43, -0.41, -0.39, 0.21, 0.22, 0.24, 0.22, 0.21, 0.22, 0.23, 0.27, 0.44, 0.24, 2.32, -0.94, -0.95, -0.68, -0.26, 0.24, -0.09, -0.52, -0.10, -0.26, 0.22, 0.21, 0.19, 0.19, 0.20, 0.18, 0.20, 0.23, 0.22, 0.25]
}

***

[5]
{
  "formula": "C8H8N2O4SV",
  "method": "wB97M-V/def2-TZVPD",
  "e_lumo_ev": [-9.45, -10.45],
  "s2": 3.77,
  "gap_ev": [7.7, 7.0],
  "total_charge": 2,
  "spin_multiplicity": 4,
  "elements": ["O", "C", "V", "O", "C", "C", "O", "C", "O", "S", "C", "N", "C", "C", "C", "N", "H", "H", "H", "H", "H", "H", "H", "H"],
  "coordinates": [[-4.039, 0.051, -0.738], [-3.079, -0.523, -1.014], [-1.517, -1.410, -1.461], [-2.983, -2.027, -5.348], [-2.595, -1.865, -4.270], [-1.903, -2.667, -0.119], [-2.142, -3.446, 0.704], [0.023, -2.358, -1.854], [0.988, -2.940, -2.099], [-0.673, 0.785, -1.595], [0.356, 0.885, -0.150], [1.499, 1.537, -0.296], [2.194, 2.046, 0.919], [2.056, 0.955, 1.973], [0.598, 0.645, 2.276], [-0.139, 0.447, 0.998], [1.754, 2.034, -1.173], [1.703, 2.973, 1.241], [3.239, 2.242, 0.698], [2.564, 1.265, 2.894], [2.556, 0.055, 1.596], [0.118, 1.468, 2.821], [0.546, -0.262, 2.883], [-1.127, 0.112, 1.113]],
  "nbo_charge": [-0.28, 0.50, 0.52, -0.36, 0.47, 0.50, -0.27, 0.50, -0.26, -0.08, 0.40, -0.54, -0.23, -0.44, -0.23, -0.57, 0.46, 0.23, 0.26, 0.27, 0.23, 0.23, 0.24, 0.43]
}

***

[6]
{
  "formula": "C20H12N2PdS6",
  "method": "wB97M-V/def2-TZVPD",
  "e_lumo_ev": [4.25, 4.25],
  "gap_ev": [2.9, 2.9],
  "total_charge": -2,
  "elements": ["Pd", "S", "S", "S", "S", "S", "C", "C", "C", "C", "C", "C", "N", "C", "C", "C", "C", "C", "C", "C", "C", "N", "C", "C", "C", "C", "C", "S", "C", "H", "H", "H", "H", "H", "H", "H", "H", "H", "H", "H", "H"],
  "coordinates": [[-0.718, -0.665, 1.931], [-2.620, -1.596, 2.257], [-2.710, -3.769, 2.165], [-2.440, -3.802, 4.124], [-1.517, -2.027, 4.052], [-2.821, 4.046, 2.287], [-3.539, 5.620, 2.073], [-2.885, 6.396, 1.126], [-1.852, 5.710, 0.514], [-1.890, 4.333, 0.850], [-1.479, 3.194, 0.109], [-1.906, 1.925, 0.620], [-1.318, 0.790, 0.332], [-0.407, 0.835, -0.711], [0.016, 2.016, -1.423], [1.198, 1.906, -2.245], [1.857, 0.711, -2.442], [1.356, -0.461, -1.825], [2.033, -1.684, -1.880], [1.735, -2.701, -0.949], [0.673, -2.424, -0.035], [-0.111, -1.352, -0.026], [0.332, -0.330, -0.822], [2.523, -3.910, -0.912], [1.926, -5.071, -0.246], [2.870, -6.065, -0.157], [3.991, -5.788, -0.945], [4.228, -4.109, -1.400], [-0.515, 3.245, -0.943], [-4.393, 5.815, 2.719], [-3.232, 7.368, 0.909], [-1.202, 6.151, -0.310], [-2.778, 1.851, 1.282], [1.519, 2.763, -2.806], [2.826, 0.754, -2.986], [2.849, -1.780, -2.589], [0.260, -3.236, 0.595], [0.854, -5.237, 0.062], [2.667, -7.057, 0.265], [4.661, -6.522, -1.337], [-0.042, 4.158, -1.285]],
  "nbo_charge": [0.37, -0.06, -0.15, -0.10, -0.19, 0.34, -0.53, -0.25, -0.39, -0.14, -0.28, 0.13, -0.57, 0.05, -0.06, -0.22, -0.18, -0.13, -0.18, -0.29, 0.13, -0.59, 0.13, -0.12, -0.35, -0.24, -0.52, 0.31, -0.25, 0.20, 0.20, 0.20, 0.19, 0.19, 0.19, 0.19, 0.19, 0.23, 0.20, 0.20, 0.19]
}

***

[7]
{
  "formula": "C6H33NO10",
  "method": "wB97M-V/def2-TZVPD",
  "e_lumo_ev": 0.03,
  "gap_ev": 9.6,
  "total_charge": 0,
  "smiles": "CN(C)CCCCO.O.O.O.O.O.O.O.O.O",
  "elements": ["C", "C", "C", "O", "C", "N", "C", "C", "H", "H", "H", "H", "H", "H", "H", "H", "H", "H", "H", "H", "H", "H", "H", "H", "H", "O", "H", "H", "O", "H", "H", "O", "H", "H", "O", "H", "H", "O", "H", "H", "O", "H", "H", "O", "H", "H", "O", "H", "H", "O"],
  "coordinates": [[-1.088, 0.863, -2.719], [-1.643, -0.556, -3.034], [-2.640, -1.244, -2.149], [-1.987, -2.113, -1.283], [-0.891, 1.309, -1.345], [0.344, 0.909, -0.648], [0.277, 1.566, 0.678], [0.609, -0.527, -0.510], [-0.270, 1.114, -3.473], [-1.937, 1.516, -3.180], [-1.949, -0.683, -4.112], [-0.702, -1.246, -3.031], [-3.295, -1.939, -2.783], [-3.324, -0.501, -1.729], [-2.135, -1.768, -0.398], [-1.114, 2.318, -1.026], [-1.691, 0.777, -0.792], [1.075, 1.280, 1.357], [0.536, 2.607, 0.645], [-0.722, 1.645, 1.127], [-0.009, -0.990, 0.270], [1.627, -0.628, -0.173], [0.324, -1.067, -1.422], [-0.340, -1.258, 3.613], [-0.265, 0.085, 2.814], [-0.782, -0.393, 3.459], [3.790, 2.227, -0.869], [2.801, 1.213, -0.390], [3.717, 1.473, -0.266], [1.940, 1.855, -1.909], [1.404, 3.348, -1.873], [2.104, 2.771, -2.161], [2.557, 2.685, 2.662], [2.946, 2.098, 1.332], [3.111, 1.999, 2.275], [-4.148, 2.657, -0.433], [-2.763, 2.336, 0.221], [-3.673, 2.037, 0.144], [2.142, -2.436, 2.733], [1.246, -1.338, 2.314], [1.210, -2.215, 2.706], [4.020, -0.424, 2.791], [4.300, -0.526, 1.430], [3.873, -1.113, 2.079], [-0.681, -4.671, 0.713], [-0.358, -4.212, -0.799], [-0.106, -4.756, -0.043], [-2.036, -1.307, 2.453], [-2.664, -2.847, 2.565], [-2.743, -1.932, 2.167]],
  "nbo_charge": [-0.44, -0.42, -0.09, -0.74, -0.24, -0.48, -0.47, -0.43, 0.23, 0.22, 0.23, 0.20, 0.18, 0.19, 0.49, 0.20, 0.18, 0.22, 0.20, 0.18, 0.17, 0.20, 0.23, 0.51, 0.47, -0.96, 0.50, 0.46, -0.95, 0.49, 0.48, -0.97, 0.46, 0.48, -0.96, 0.48, 0.46, -0.93, 0.50, 0.46, -0.96, 0.48, 0.48, -0.96, 0.48, 0.49, -0.96, 0.50, 0.48, -1.00]
}

***

[8]
{
  "formula": "C22H26FMoN5SSi",
  "method": "wB97M-V/def2-TZVPD",
  "e_lumo_ev": [-7.61, -7.93],
  "s2": 2.03,
  "gap_ev": [6.2, 6.4],
  "total_charge": 2,
  "spin_multiplicity": 3,
  "elements": ["Mo", "C", "C", "C", "C", "C", "C", "H", "H", "H", "H", "H", "H", "N", "C", "S", "N", "N", "C", "C", "C", "C", "C", "C", "N", "H", "H", "H", "H", "H", "H", "H", "C", "Si", "C", "C", "N", "C", "C", "C", "C", "C", "C", "F", "H", "H", "H", "H", "H", "H", "H", "H", "H", "H", "H", "H", "H"],
  "coordinates": [[-0.493, 0.764, -0.119], [0.909, 2.919, -3.097], [-0.297, 2.400, -3.574], [-1.401, 2.326, -2.744], [-1.315, 2.800, -1.426], [-0.093, 3.286, -0.936], [1.021, 3.338, -1.784], [1.758, 3.004, -3.763], [-0.375, 2.081, -4.605], [-2.349, 1.966, -3.122], [-2.217, 2.937, -0.847], [-0.050, 3.763, 0.035], [1.953, 3.754, -1.423], [-4.470, 2.083, 1.228], [-3.192, 1.736, 1.149], [-2.754, 0.290, 0.229], [-2.278, 2.422, 1.779], [-1.033, 1.897, 1.601], [-0.132, 2.195, 2.466], [1.167, 1.596, 2.261], [2.225, 1.713, 3.140], [3.393, 1.011, 2.876], [3.457, 0.207, 1.748], [2.361, 0.135, 0.909], [1.240, 0.829, 1.148], [-5.188, 1.549, 0.769], [-4.743, 2.844, 1.833], [-0.370, 2.826, 3.314], [2.128, 2.332, 4.022], [4.237, 1.084, 3.548], [4.343, -0.366, 1.514], [2.374, -0.490, 0.027], [-2.282, -3.326, 0.828], [-0.734, -2.354, 1.168], [0.792, -3.414, 1.386], [-0.939, -1.349, 2.729], [-0.388, -1.224, -0.229], [0.229, -1.759, -1.371], [0.197, -3.097, -1.784], [0.872, -3.490, -2.929], [1.594, -2.587, -3.699], [1.641, -1.247, -3.333], [0.952, -0.921, -2.201], [0.918, 0.432, -1.761], [-2.521, -3.906, 1.724], [-2.182, -4.035, 0.005], [-3.140, -2.686, 0.617], [0.506, -4.440, 1.629], [1.388, -3.044, 2.224], [1.440, -3.459, 0.510], [-1.056, -2.081, 3.535], [-1.817, -0.706, 2.754], [-0.051, -0.763, 2.979], [-0.358, -3.826, -1.212], [0.832, -4.528, -3.229], [2.112, -2.918, -4.588], [2.179, -0.504, -3.905]],
  "nbo_charge": [1.19, -0.19, -0.11, -0.21, -0.28, -0.26, -0.16, 0.25, 0.24, 0.25, 0.26, 0.25, 0.24, -0.74, 0.30, 0.08, -0.39, -0.23, 0.11, 0.14, -0.18, -0.10, -0.20, 0.08, -0.47, 0.43, 0.44, 0.25, 0.26, 0.26, 0.26, 0.23, -1.15, 1.81, -1.15, -1.15, -0.91, 0.02, -0.20, -0.17, -0.18, -0.26, 0.38, -0.34, 0.27, 0.25, 0.25, 0.27, 0.25, 0.25, 0.28, 0.24, 0.22, 0.24, 0.25, 0.25, 0.25]
}